Below is a molecular structure, C36H32Cl2N7O4S6Ta at a distorted geometry, with properties calculated with the ωB97M-V functional and the def2-TZVPD basis.

The calculation puts the highest occupied orbital energy at -6.95 eV. As for the orbital gap: 0.2283 Eh. As for the energy above the lowest of the compared OMol25 structures with the same formula, charge and spin: 71.4 kJ/mol.

Atoms and positions in Å:
Ta1 0.278 -1.223 -0.266
Cl1 -1.696 3.331 -2.359
Cl2 3.545 4.755 -2.615
S1 -1.747 -2.577 0.703
S2 0.797 -2.072 2.114
S3 -1.062 -1.812 -2.289
S4 -4.170 -4.071 -0.342
S5 -3.517 -3.353 -3.141
S6 1.655 0.800 0.979
O1 -5.587 -4.831 -2.436
O2 1.439 -1.010 -2.219
O3 -0.903 0.027 0.680
O4 0.302 0.664 -1.509
N1 -1.004 -0.123 2.988
N2 4.055 1.663 0.314
N3 2.746 -1.507 -0.216
N4 3.663 -0.500 -0.220
N5 0.226 -1.225 4.516
N6 0.966 3.917 -3.793
N7 1.024 -3.526 -0.516
C1 1.134 0.215 -2.334
C2 0.943 4.020 -2.410
C3 -2.462 -2.756 -1.880
C4 -3.053 1.657 0.553
C5 0.208 -4.583 -0.615
C6 3.224 -2.631 -0.586
C7 -4.616 -4.240 -2.060
C8 -0.585 3.252 -5.525
C9 1.255 -2.144 5.000
C10 1.972 -6.062 -1.248
C11 -0.198 3.792 -1.619
C12 -4.089 2.576 0.506
C13 0.635 -5.850 -0.970
C14 -1.204 2.298 -6.309
C15 2.089 4.682 -0.351
C16 -2.494 1.311 1.780
C17 2.330 -3.751 -0.758
C18 -0.190 3.971 -0.248
C19 0.674 1.540 -4.386
C20 0.950 4.427 0.392
C21 1.730 1.075 -3.407
C22 3.208 0.615 0.307
C23 -1.388 0.326 1.829
C24 0.121 0.896 5.786
C25 -2.977 1.885 2.955
C26 -0.493 -0.473 5.551
C27 -0.908 0.954 -6.119
C28 2.836 -4.989 -1.132
C29 0.340 2.882 -4.554
C30 -0.058 -1.067 3.219
C31 -2.762 -3.069 -0.616
C32 -4.007 2.807 2.901
C33 -4.564 3.151 1.676
C34 0.703 -3.537 5.262
C35 2.079 4.457 -1.716
C36 0.027 0.586 -5.169
H1 -1.535 -0.386 5.256
H2 -1.099 3.769 0.306
H3 1.653 -1.708 5.917
H4 -0.080 -3.510 6.021
H5 -2.667 1.214 -0.356
H6 -0.450 -1.082 6.456
H7 0.267 -0.461 -5.024
H8 3.896 -5.088 -1.318
H9 2.486 0.487 -3.924
H10 -0.095 -6.644 -1.035
H11 -4.378 3.258 3.812
H12 2.336 -7.037 -1.545
H13 -1.928 2.599 -7.055
H14 3.753 2.547 0.677
H15 2.991 5.056 0.113
H16 1.170 0.813 6.078
H17 -4.521 2.847 -0.448
H18 -0.826 4.302 -5.628
H19 2.227 1.915 -2.921
H20 0.064 1.493 4.877
H21 -1.400 0.196 -6.713
H22 2.070 -2.170 4.278
H23 4.997 1.536 -0.013
H24 -0.411 1.419 6.582
H25 0.285 -3.961 4.350
H26 -2.531 1.602 3.898
H27 -5.371 3.872 1.634
H28 4.280 -2.725 -0.812
H29 1.788 4.314 -4.219
H30 -0.833 -4.403 -0.401
H31 1.498 -4.194 5.617
H32 0.949 4.578 1.462

Below is a single C2H4FNO3 molecule at a distorted geometry, with properties calculated with the ωB97M-V functional and the def2-TZVPD basis.

The calculation puts the highest occupied orbital energy at -11.39 eV. The SMILES is C[C@](O)(F)[N+](=O)[O-]. As for the orbital gap: 0.4110 Eh. As for the energy above the lowest of the compared OMol25 structures with the same formula, charge and spin: 135.0 kJ/mol.

Atoms and positions in Å:
F1 -0.439 0.493 1.659
O1 -2.293 0.562 -0.421
O2 -1.177 -1.241 -0.851
O3 0.160 1.611 -0.120
N1 -1.282 -0.128 -0.436
C1 1.276 -0.764 0.077
C2 -0.089 0.401 0.365
H1 -0.616 2.074 -0.581
H2 1.926 -0.381 -0.648
H3 0.707 -1.672 -0.092
H4 1.827 -0.956 1.048

Below is a molecular structure, C5H6Br3F3O2 at a distorted geometry, with properties calculated with the ωB97M-V functional and the def2-TZVPD basis.

The calculation puts the highest occupied orbital energy at -10.51 eV. As for the orbital gap: 0.3578 Eh. As for the energy above the lowest of the compared OMol25 structures with the same formula, charge and spin: 86.9 kJ/mol.

Atoms and positions in Å:
Br1 3.658 19.543 14.093
Br2 5.168 22.100 15.699
Br3 6.034 18.754 16.050
F1 10.094 22.690 5.704
F2 10.336 23.512 7.633
F3 8.435 23.667 6.541
O1 9.587 20.813 8.078
O2 7.731 21.257 6.917
C1 6.868 20.239 7.486
C2 9.467 22.886 6.784
C3 5.346 20.210 14.920
C4 9.033 21.498 7.281
C5 6.215 20.770 8.766
H1 7.054 20.929 9.443
H2 7.275 19.237 7.626
H3 6.083 20.004 6.767
H4 6.037 20.350 14.089
H5 5.474 20.043 9.097
H6 5.768 21.760 8.669

Below is a single C5H7NO molecule, with properties calculated with the ωB97M-V functional and the def2-TZVPD basis.

The calculation puts the highest occupied orbital energy at -9.77 eV. The SMILES is C#CCCNC=O. As for the orbital gap: 0.3929 Eh. As for the energy above the lowest of the compared OMol25 structures with the same formula, charge and spin: 201.5 kJ/mol.

Atoms and positions in Å:
O1 0.094 -2.092 -0.751
N1 1.329 -0.202 -0.435
C1 -0.822 1.174 -0.393
C2 -0.620 0.781 1.021
C3 -0.255 0.330 2.083
C4 0.410 0.658 -1.190
C5 1.007 -1.509 -0.202
H1 1.959 0.219 0.236
H2 0.089 0.037 -2.024
H3 1.595 -1.993 0.611
H4 -0.963 2.264 -0.467
H5 0.000 -0.065 3.051
H6 -1.768 0.747 -0.757
H7 1.017 1.477 -1.582

Below is a molecular structure, C5H13N at a distorted geometry, with properties calculated with the ωB97M-V functional and the def2-TZVPD basis.

The calculation puts the highest occupied orbital energy at -6.63 eV. As for the orbital gap: 0.2379 Eh. As for the energy above the lowest of the compared OMol25 structures with the same formula, charge and spin: 586.2 kJ/mol.

Atoms and positions in Å:
N1 1.627 1.066 -0.609
C1 -1.093 0.445 -0.430
C2 0.094 -0.411 1.428
C3 -1.532 0.234 -1.860
C4 -0.811 -0.859 0.356
C5 1.414 -0.763 1.534
H1 -0.304 -1.617 -0.213
H2 1.889 -0.881 2.514
H3 -1.665 1.176 -2.390
H4 -0.376 0.138 2.240
H5 0.036 0.830 -0.456
H6 -2.559 -0.166 -1.944
H7 1.957 -1.231 0.727
H8 2.236 1.678 -0.076
H9 2.028 0.994 -1.549
H10 -1.738 -1.287 0.749
H11 1.120 0.389 1.023
H12 -1.658 1.163 0.158
H13 -0.833 -0.409 -2.399

Below is a molecular structure, C34H31AsF5IrO3PS2 at a distorted geometry, with properties calculated with the ωB97M-V functional and the def2-TZVPD basis.

The calculation puts the highest occupied orbital energy (spin up / spin down) at -14.32 / -14.28 eV. As for the orbital gap (spin up / spin down): 0.2055 / 0.2127 Eh. As for the energy above the lowest of the compared OMol25 structures with the same formula, charge and spin: 165.4 kJ/mol. Its charge is +2. Its spin multiplicity is 2.

Atoms and positions in Å:
Ir1 0.180 -0.116 0.576
As1 1.913 -3.668 -0.447
S1 1.968 -1.475 -0.445
S2 -1.507 -1.862 -1.718
P1 -0.846 1.312 -1.124
F1 -1.809 1.137 2.872
F2 -0.996 -4.124 3.890
F3 -2.827 -2.720 5.351
F4 -3.206 -0.075 4.848
F5 0.438 -2.897 2.013
O1 -2.201 -3.096 -1.915
O2 -1.566 -1.337 -0.315
O3 -0.122 -1.877 -2.229
C1 -2.259 4.099 1.453
C2 -4.174 3.061 0.420
C3 -1.854 0.705 -2.521
C4 -0.483 -2.178 2.689
C5 2.135 0.468 3.091
C6 0.524 3.662 -1.916
C7 -1.200 -2.833 3.671
C8 3.276 0.899 0.550
C9 1.540 4.298 -2.614
C10 -1.419 3.282 0.722
C11 -3.539 -0.013 -4.631
C12 2.112 1.584 0.906
C13 -2.323 1.674 -3.408
C14 -2.226 -0.614 -2.735
C15 0.420 -4.871 -0.253
C16 0.432 2.273 -1.968
C17 -1.604 -0.164 3.131
C18 1.632 0.367 4.495
C19 -1.957 2.376 -0.201
C20 -3.636 3.991 1.301
C21 2.356 2.177 -3.412
C22 -3.145 1.308 -4.463
C23 1.516 1.348 2.167
C24 3.247 -4.191 0.857
C25 2.463 3.562 -3.343
C26 1.347 1.531 -2.722
C27 -3.078 -0.986 -3.757
C28 -2.329 -0.768 4.144
C29 2.719 -4.062 -2.154
C30 -3.342 2.241 -0.321
C31 3.240 -0.257 2.669
C32 3.808 -0.045 1.415
C33 -0.661 -0.844 2.380
C34 -2.134 -2.118 4.410
H1 -4.200 -0.288 -5.440
H2 -3.477 2.063 -5.162
H3 -0.411 -4.562 -0.875
H4 -5.247 2.967 0.323
H5 0.809 -5.829 -0.604
H6 4.093 -3.508 0.821
H7 3.580 -5.194 0.587
H8 0.728 2.001 2.529
H9 0.634 -0.073 4.518
H10 3.268 4.067 -3.860
H11 1.258 0.449 -2.755
H12 -0.345 3.355 0.852
H13 -4.292 4.626 1.881
H14 -3.357 -2.027 -3.849
H15 -1.847 4.810 2.156
H16 1.547 1.357 4.945
H17 1.605 5.377 -2.589
H18 1.764 2.403 0.290
H19 2.293 -0.238 5.111
H20 4.700 -0.588 1.130
H21 2.820 -4.210 1.857
H22 3.057 1.605 -4.004
H23 -3.758 1.511 -1.002
H24 -2.052 2.713 -3.265
H25 3.695 -0.961 3.354
H26 3.642 -3.499 -2.270
H27 2.938 -5.129 -2.199
H28 0.121 -4.951 0.788
H29 -0.192 4.246 -1.353
H30 2.022 -3.797 -2.946
H31 3.779 1.139 -0.378

Below is 3 unconnected molecules or ions with the total composition C30H66N3O at a distorted geometry, with properties calculated with the ωB97M-V functional and the def2-TZVPD basis.

The calculation puts the highest occupied orbital energy at -12.52 eV. As for the orbital gap: 0.3434 Eh. Its charge is +1.

Atoms and positions in Å:
O1 2.731 -3.940 1.801
N1 1.143 -0.743 -0.268
N2 1.843 0.961 1.205
N3 3.479 -0.717 0.068
C1 4.779 -0.044 2.245
C2 1.277 2.888 -7.357
C3 -2.626 2.007 4.650
C4 -3.166 2.863 1.384
C5 -5.238 -4.477 -1.370
C6 -3.580 -2.540 -0.952
C7 -0.279 -0.315 -0.053
C8 5.141 1.400 2.917
C9 2.429 2.231 -3.835
C10 1.193 1.618 -4.496
C11 2.124 1.705 -6.904
C12 0.539 2.109 7.306
C13 5.797 -1.158 2.773
C14 -2.685 1.061 3.331
C15 -2.221 1.344 -0.629
C16 2.187 -0.151 0.350
C17 -0.694 2.671 6.405
C18 1.458 0.872 -5.809
C19 3.566 -2.188 0.334
C20 -1.467 1.465 5.653
C21 2.774 -2.695 1.625
C22 -3.548 -2.685 0.563
C23 -4.901 -2.996 -1.572
C24 -1.939 2.535 0.407
C25 -3.987 -5.364 -3.404
C26 4.630 0.030 0.642
C27 -3.717 1.613 2.217
C28 -0.769 0.797 -1.126
C29 3.464 1.192 -3.423
C30 -4.190 -5.457 -1.898
H1 -3.251 -6.103 -3.732
H2 -0.521 -0.026 1.021
H3 3.852 0.643 -4.284
H4 -0.667 0.865 5.082
H5 4.854 2.194 2.147
H6 0.165 1.513 8.202
H7 0.457 2.412 -4.668
H8 1.785 3.430 -8.158
H9 -5.716 -2.394 -1.152
H10 5.826 -1.051 3.923
H11 5.449 -2.240 2.590
H12 0.722 0.923 -3.791
H13 -4.921 -5.559 -3.936
H14 -1.645 0.835 2.922
H15 -2.595 -2.321 0.958
H16 4.450 1.535 3.831
H17 1.181 2.963 7.713
H18 6.886 -0.992 2.435
H19 2.076 -0.008 -5.608
H20 -3.619 -4.379 -3.703
H21 -4.885 -2.767 -2.643
H22 2.646 1.424 1.645
H23 0.310 2.550 -7.739
H24 -3.127 0.062 3.708
H25 3.725 -0.294 2.654
H26 -2.780 3.631 2.153
H27 3.180 -2.717 -0.614
H28 -1.387 3.236 7.125
H29 -4.350 -2.102 1.025
H30 -6.197 -4.681 -1.861
H31 -4.059 0.730 1.574
H32 -4.514 -6.474 -1.653
H33 2.283 -1.986 2.377
H34 1.193 1.412 6.660
H35 -4.000 3.343 0.751
H36 -1.871 0.782 6.470
H37 -0.246 3.426 5.676
H38 0.502 0.489 -6.184
H39 4.667 -2.506 0.444
H40 2.892 2.969 -4.497
H41 -2.459 3.100 4.370
H42 1.439 1.684 0.569
H43 -2.740 -3.089 -1.392
H44 2.306 1.057 -7.767
H45 3.034 0.472 -2.720
H46 3.105 2.060 -6.574
H47 -2.839 1.729 -1.512
H48 -5.399 -4.671 -0.305
H49 4.312 1.678 -2.933
H50 4.643 1.104 0.226
H51 2.110 2.779 -2.940
H52 -2.803 0.482 -0.154
H53 -3.422 -1.485 -1.205
H54 6.228 1.456 3.248
H55 -3.657 -3.726 0.873
H56 5.584 -0.459 0.213
H57 -3.234 -5.309 -1.387
H58 -4.642 1.981 2.791
H59 1.272 -1.532 -0.927
H60 -3.608 1.909 5.247
H61 -0.008 1.649 -1.230
H62 -0.985 0.304 -2.146
H63 -1.013 2.358 1.063
H64 1.100 3.594 -6.542
H65 -0.926 -1.244 -0.281
H66 -1.695 3.466 -0.229

Below is a single C2HN5O molecule at a distorted geometry, with properties calculated with the ωB97M-V functional and the def2-TZVPD basis.

The calculation puts the highest occupied orbital energy at -10.47 eV. The SMILES is O=c1nncnnn1. As for the orbital gap: 0.3018 Eh. As for the energy above the lowest of the compared OMol25 structures with the same formula, charge and spin: 459.6 kJ/mol.

Atoms and positions in Å:
O1 1.497 0.444 -1.545
N1 -1.173 -0.704 -0.576
N2 0.438 1.042 0.397
N3 -0.751 0.299 -1.313
N4 -0.231 -0.744 1.761
N5 0.214 0.638 1.619
C1 -0.683 -1.234 0.663
C2 0.539 0.436 -0.881
H1 -0.583 -2.479 0.449

Below is a gas-phase ion, C7H8ClO3S (charge -1) at a distorted geometry, with properties calculated with the ωB97M-V functional and the def2-TZVPD basis.

The calculation puts the highest occupied orbital energy at -4.63 eV. The SMILES is C[C@H]1C=CC=C[C@]1(Cl)S(=O)(=O)[O-]. As for the orbital gap: 0.2985 Eh. As for the energy above the lowest of the compared OMol25 structures with the same formula, charge and spin: 0.0 kJ/mol. Its charge is -1.

Atoms and positions in Å:
Cl1 -1.594 -2.184 -1.484
S1 -3.161 -0.215 0.218
O1 -3.197 -1.094 1.397
O2 -4.037 -0.574 -0.881
O3 -3.097 1.183 0.609
C1 -0.157 1.693 0.275
C2 -1.370 -0.627 -0.561
C3 -1.149 0.399 -1.585
C4 0.803 -1.506 0.120
C5 -0.557 1.523 -1.163
C6 -0.455 -0.754 0.593
C7 -0.257 0.665 1.083
H1 0.017 0.674 2.188
H2 0.530 -2.398 -0.372
H3 1.352 -0.834 -0.636
H4 -1.504 0.219 -2.599
H5 -0.869 -1.254 1.483
H6 0.150 2.726 0.364
H7 -0.595 2.335 -1.847
H8 1.572 -1.715 0.963

Below is a single C4H6N4 molecule at a distorted geometry, with properties calculated with the ωB97M-V functional and the def2-TZVPD basis.

The calculation puts the highest occupied orbital energy at -8.13 eV. The SMILES is [H]/N=N/c1[nH]ccc1N. As for the orbital gap: 0.2946 Eh. As for the energy above the lowest of the compared OMol25 structures with the same formula, charge and spin: 496.4 kJ/mol.

Atoms and positions in Å:
N1 0.886 1.737 -0.108
N2 -0.939 -1.451 -0.044
N3 1.389 -1.278 0.168
N4 2.353 -0.451 -0.325
C1 -1.907 -0.532 -0.068
C2 0.255 -0.708 0.107
C3 -0.034 0.618 0.079
C4 -1.451 0.885 -0.078
H1 -2.266 1.587 -0.262
H2 -2.885 -0.925 -0.695
H3 0.473 2.423 0.520
H4 -0.810 -2.391 0.424
H5 1.702 1.408 0.727
H6 3.234 -0.921 -0.445

Below is a gas-phase ion, C4H10NO2 (charge +2) at a distorted geometry, with properties calculated with the ωB97M-V functional and the def2-TZVPD basis.

The calculation puts the highest occupied orbital energy (spin up / spin down) at -21.15 / -21.15 eV. As for the orbital gap (spin up / spin down): 0.4048 / 0.2347 Eh. As for the energy above the lowest of the compared OMol25 structures with the same formula, charge and spin: 131.3 kJ/mol. Its charge is +2. Its spin multiplicity is 2.

Atoms and positions in Å:
O1 -1.147 1.961 0.030
O2 -1.083 0.876 -1.897
N1 0.900 -0.799 -0.245
C1 0.824 0.701 -0.407
C2 -0.032 -1.456 0.859
C3 -0.627 1.144 -0.783
C4 0.869 -1.978 1.990
H1 0.863 -1.235 2.789
H2 1.507 1.078 -1.169
H3 -0.654 -0.617 1.159
H4 0.649 -1.281 -1.104
H5 -1.824 2.569 -0.338
H6 1.879 -2.175 1.642
H7 1.904 -0.912 -0.055
H8 -0.566 -2.226 0.316
H9 0.477 -2.921 2.343
H10 1.050 1.146 0.565

Below is a molecular structure, C4F12N2O8S4Sn at a distorted geometry, with properties calculated with the ωB97M-V functional and the def2-TZVPD basis.

The calculation puts the highest occupied orbital energy at -10.71 eV. As for the orbital gap: 0.3281 Eh. As for the energy above the lowest of the compared OMol25 structures with the same formula, charge and spin: 0.0 kJ/mol.

Atoms and positions in Å:
Sn1 10.787 10.579 8.129
S1 10.862 7.217 7.146
S2 8.492 11.171 9.667
S3 12.707 9.087 6.053
S4 7.972 10.461 6.817
F1 6.446 8.436 7.667
F2 10.132 9.295 10.604
F3 7.859 8.934 11.081
F4 12.969 5.495 7.456
F5 5.589 10.269 7.598
F6 12.719 6.947 9.037
F7 13.660 11.154 7.532
F8 5.958 9.301 5.693
F9 11.267 5.277 8.810
F10 15.153 9.950 6.425
F11 14.103 9.143 8.305
F12 9.068 10.325 12.136
O1 8.708 9.628 5.959
O2 12.188 10.068 5.138
O3 9.659 11.970 9.620
O4 7.754 11.832 6.578
O5 9.910 7.525 8.143
O6 13.354 7.895 5.666
O7 10.623 6.715 5.853
O8 7.231 11.673 10.104
N1 11.548 8.764 7.185
N2 8.580 10.283 8.347
C1 12.104 6.111 8.192
C2 6.360 9.477 6.949
C3 13.978 9.870 7.165
C4 8.826 9.830 10.968

- What is the formula in the third record?
  C5H6Br3F3O2